A molecular structure, C16H27AuGeO9Si3 in a non-equilibrium geometry, computed with ωB97M-V/def2-TZVPD.

The energy is -4384.24169 Ha. The value obtained for the energy relative to the best compared isomer or geometry (same formula, charge and spin) is 7.2 kcal/mol. As for the gap between HOMO and LUMO (spin up / spin down): 0.186 / 0.187 Ha.

Structure (ORCA input):
```
! RIJCOSX wB97M-V def2-TZVPD def2/J DEFGRID3
* xyz -1 2
Au 0.029 0.222 0.075
O 5.390 -3.113 -0.640
C 4.376 -2.487 -0.459
C 2.988 -3.059 -0.314
O 2.696 -4.238 -0.310
C 2.083 -1.910 -0.186
C 2.813 -0.692 -0.339
O 2.259 0.436 -0.463
C 4.253 -0.983 -0.435
O 5.173 -0.193 -0.461
O 0.829 -1.955 -0.020
O -0.683 1.819 4.100
C -0.547 1.317 3.028
O 0.209 0.614 2.378
C -2.073 1.767 1.887
O -2.944 2.266 2.527
O -1.824 1.443 0.725
C 1.830 1.875 -3.432
Si 1.158 0.146 -3.802
C 2.567 -1.110 -3.783
C 0.492 0.188 -5.583
Ge -0.620 -0.290 -2.213
Si -2.483 1.201 -2.673
C -3.999 0.778 -1.627
C -1.948 2.971 -2.274
C -3.038 1.175 -4.489
Si -1.341 -2.589 -2.561
C 0.012 -3.893 -2.443
C -2.082 -2.698 -4.310
C -2.736 -2.939 -1.329
H 2.737 2.091 -4.001
H 2.071 1.960 -2.370
H 1.088 2.640 -3.677
H 3.336 -0.833 -4.508
H 2.221 -2.116 -4.027
H 3.036 -1.149 -2.799
H 1.293 0.458 -6.274
H -0.299 0.932 -5.686
H 0.085 -0.775 -5.896
H -3.715 0.721 -0.575
H -4.442 -0.178 -1.914
H -4.769 1.547 -1.727
H -1.576 3.018 -1.248
H -2.781 3.672 -2.363
H -1.149 3.309 -2.938
H -3.374 0.183 -4.798
H -2.233 1.477 -5.159
H -3.868 1.871 -4.632
H 0.830 -3.677 -3.134
H -0.376 -4.885 -2.685
H 0.436 -3.925 -1.440
H -1.330 -2.488 -5.074
H -2.903 -1.990 -4.443
H -2.471 -3.703 -4.490
H -2.407 -2.706 -0.314
H -3.043 -3.988 -1.353
H -3.612 -2.324 -1.548
*
```